[1]
The following is a quantum chemistry calculation of a 13-piece molecular cluster, H26O13 overall in a non-equilibrium geometry, from the Open Molecules 2025 dataset.

Geometry as XYZ:
```
39
Properties=species:S:1:pos:R:3:forces:R:3
O 1.7392 -2.3952 -0.5863 -0.44 -0.58 -0.11
H 1.8718 -1.4930 -0.8368 0.26 1.04 -0.43
H 2.3872 -2.5152 0.1057 0.22 -0.27 0.38
O 1.7932 2.5446 -0.4419 0.03 0.19 -0.53
H 1.1900 1.8172 -0.6306 -0.15 -0.20 0.34
H 1.6895 2.9890 -1.2982 0.23 0.19 0.50
O -2.7846 0.7749 -0.1019 -1.77 0.11 0.34
H -1.8451 0.6867 -0.1147 1.46 0.43 0.05
H -3.0212 -0.0653 -0.4913 -0.59 -0.39 -0.32
O 0.9378 -1.1185 2.1713 -0.01 -0.18 0.56
H 1.3887 -1.1673 3.0317 -0.29 -0.06 -0.42
H -0.0174 -0.9806 2.3446 0.29 -0.01 -0.01
O 3.2080 0.2280 1.3464 0.30 0.23 0.13
H 2.4874 -0.4114 1.3655 -0.15 0.40 0.20
H 2.8702 1.0353 1.7781 -0.01 -0.51 -0.46
O -0.0436 -0.9158 -3.2752 -0.31 1.48 -1.12
H -0.1987 -0.5716 -4.1904 0.12 -0.31 1.11
H 0.1944 -1.8168 -3.4055 0.46 -1.28 -0.14
O -1.0641 -2.9726 0.1913 -2.05 -0.73 1.29
H -1.1677 -3.1768 -0.7166 -0.17 -0.34 -1.21
H -0.2654 -2.5113 0.2417 2.34 0.91 0.20
O -0.8858 3.2420 1.1641 0.29 -0.17 0.32
H -0.1697 2.7252 1.5688 0.31 0.37 -0.65
H -1.6071 2.8552 1.6535 -0.95 0.08 -0.10
O -1.6508 -0.5486 2.3111 -0.39 0.18 0.57
H -2.4378 -0.0018 2.2295 0.17 0.83 -0.41
H -2.0715 -1.3988 2.2650 0.04 -1.16 -0.19
O -2.6118 -1.5949 -2.3979 -0.69 -0.83 0.37
H -2.3611 -2.5377 -2.3894 -0.12 0.88 -0.18
H -1.8573 -1.0819 -2.6904 0.48 -0.07 -0.09
O -0.2369 0.3614 -0.2657 0.68 2.21 0.70
H 0.2050 0.3444 0.5874 0.07 0.32 0.47
H -0.1225 -0.5037 -0.5463 0.07 -2.72 -1.22
O 0.7747 1.8308 2.7774 0.65 1.59 0.08
H 0.4712 1.0563 3.1842 -0.61 -2.31 0.51
H 0.5013 2.4682 3.4489 0.29 0.56 -0.22
O 0.6718 1.7603 -2.8747 -1.57 2.73 0.85
H 1.1397 2.1731 -3.5680 0.79 0.98 -1.23
H 0.8990 0.8862 -2.9439 0.74 -3.58 0.05
```
Forces are in eV/Å.

## Properties
HOMO = -10.072 eV
LUMO energy = -0.26 eV
frontier orbital gap = 9.8 eV
relative energy (zero: lowest compared OMol25 entry of this formula, charge and spin) = 244.78 kJ/mol

natural (NBO) atomic charge list, values in e, 4 entries: O -0.95; H 0.48; H 0.49; O -0.96

[2]
The following is a quantum chemistry calculation of a 12-piece molecular cluster, C4H34N3O11 overall in a non-equilibrium geometry, from the Open Molecules 2025 dataset.

Geometry as XYZ:
```
52
Properties=species:S:1:pos:R:3:forces:R:3
C -1.3737 -2.2479 0.2485 -3.51 -0.39 -0.04
C 0.0517 -2.0745 0.4508 3.41 -0.14 1.14
C 0.4051 -0.9157 1.3934 -0.85 3.53 -2.46
C 0.2818 0.3872 0.8494 -1.64 -2.44 -2.00
N 0.9399 1.6496 1.1554 -1.33 1.38 -1.31
N 0.6714 -1.0926 2.6609 1.34 -2.95 3.91
N -1.7750 -2.2650 -1.1968 0.52 -3.79 2.93
H -1.9281 -1.4531 0.7825 0.31 -0.02 -0.22
H -1.7940 -3.1764 0.8060 0.69 1.10 -1.44
H 0.6023 -2.0659 -0.5031 -0.34 0.99 0.48
H 0.6014 -2.9358 0.9050 -0.74 0.94 -0.91
H -0.4789 0.4458 0.0104 1.62 0.04 0.61
H 1.2637 1.6192 2.1297 0.74 0.51 -0.28
H 1.7211 1.7719 0.3775 -0.88 -0.17 2.25
H 0.2697 2.5494 1.0201 1.91 -2.45 0.38
H 0.6867 -2.0840 3.2004 0.11 3.02 -2.37
H 0.9200 -0.2909 3.2189 -0.20 0.08 0.03
H -2.6747 -2.7117 -1.2186 -0.21 0.30 -0.73
H -1.6478 -1.5787 -1.8710 0.02 1.98 -0.44
H 0.5155 -0.0014 -3.6735 -1.89 2.06 -0.09
H -0.8557 0.4980 -4.4448 2.20 0.82 1.81
O -0.1892 0.7871 -3.7081 0.01 -3.13 -1.82
H 3.8094 2.2129 -0.4954 1.44 1.24 -0.64
H 3.3572 0.7648 -1.0235 -0.04 1.82 1.27
O 3.2187 1.5107 -0.3554 -1.34 -3.05 -0.86
H -0.9069 3.9588 0.6033 -2.08 -0.32 1.33
H -0.2389 4.3749 -0.5369 0.71 0.56 -0.63
O -0.0269 4.1775 0.3826 0.74 0.19 -0.66
H -0.8451 2.9125 3.8195 2.26 -2.58 1.07
H -1.1181 1.5374 4.0503 -2.82 -2.85 0.09
O -0.3419 2.0061 4.0946 0.31 5.46 -1.28
H 3.1661 2.1823 3.8224 4.50 0.69 2.62
H 1.7328 3.1163 3.4480 2.81 -1.47 1.17
O 2.3726 2.3300 3.4660 -7.06 0.83 -3.59
H 1.6095 -1.8742 -4.3306 -0.53 -1.01 -2.79
H 1.5367 -2.2517 -2.9071 0.02 -0.20 0.23
O 1.8601 -1.5605 -3.5088 0.38 1.42 2.43
H 0.8029 -4.2808 -1.5238 0.12 -1.01 0.64
H -0.3119 -3.1724 -1.8441 1.12 -0.92 -0.23
O 0.6270 -3.5377 -2.0697 -1.53 1.57 -0.70
H 0.3530 -3.9370 1.8244 -0.64 0.71 1.48
H 1.0505 -4.3839 3.0013 -0.56 0.84 0.84
O 0.4214 -3.6529 2.7788 0.99 -3.44 -0.96
H -3.6661 1.3093 1.1141 0.90 1.34 -0.09
H -2.7519 1.6445 -0.0805 -0.72 1.44 2.72
O -3.0282 2.0352 0.8539 -0.05 -2.70 -2.69
H 0.2326 3.0586 -1.6428 -1.17 0.35 -1.72
H 0.0789 2.8348 -3.1348 -0.22 -0.22 -0.37
O -0.3458 3.3308 -2.4272 1.42 -0.34 2.16
H -2.4254 0.0621 -3.2831 -0.67 -0.76 1.49
H -3.3973 -0.8837 -3.7861 -0.35 -0.39 1.01
O -3.0383 -0.6391 -2.9023 0.79 1.52 -2.77
```
Forces are in eV/Å.

## Properties
HOMO = -10.253 eV
net charge = +1
LUMO energy = -2.42 eV
frontier orbital gap = 7.8 eV
relative energy (zero: lowest compared OMol25 entry of this formula, charge and spin) = 538.20 kJ/mol

natural (NBO) atomic charge list, values in e, 4 entries: C -0.23; C -0.47; C 0.28; C -0.31

[3]
The following is a quantum chemistry calculation of a 2-piece molecular cluster, C3H8O4 overall in a non-equilibrium geometry, from the Open Molecules 2025 dataset.

Geometry as XYZ:
```
15
Properties=species:S:1:pos:R:3:forces:R:3
O 0.8932 1.3729 1.6263 0.18 -1.00 -0.02
C 0.1970 0.9274 0.7508 -0.44 1.77 0.50
O 0.0280 -0.3492 0.4094 -0.22 -0.84 -0.04
C -0.6610 1.8158 -0.0921 0.05 0.33 -2.39
C -2.1792 1.5777 -0.1984 0.06 -0.24 -0.97
O -2.5060 0.8029 -1.3574 -0.13 0.22 -0.55
H 0.3776 -0.9686 1.0652 0.32 0.25 0.08
H -0.3094 1.7372 -1.1669 -0.37 -0.56 0.91
H -0.4390 2.8744 -0.0104 0.05 0.04 1.20
H -2.6227 2.5721 -0.3351 -0.08 -0.37 -0.23
H -2.7451 1.1005 0.5860 0.56 0.03 1.08
H -2.0524 -0.0514 -1.3735 0.01 0.35 0.42
O 3.7413 -4.6718 0.1930 -0.66 -0.47 0.28
H 3.9069 -4.6185 -0.7454 0.26 0.18 -0.23
H 4.3709 -4.1214 0.6484 0.39 0.30 -0.04
```
Forces are in eV/Å.

## Properties
HOMO = -10.402 eV
SMILES = O=C(O)CCO.O
LUMO energy = 0.47 eV
frontier orbital gap = 10.9 eV
relative energy (zero: lowest compared OMol25 entry of this formula, charge and spin) = 90.48 kJ/mol

natural (NBO) atomic charge list, values in e, 4 entries: O -0.57; C 0.79; O -0.69; C -0.57

[4]
The following is a quantum chemistry calculation of C26H48Cl3N5O3PPdSi as an isolated structure in a non-equilibrium geometry, from the Open Molecules 2025 dataset.

Geometry as XYZ:
```
88
Properties=species:S:1:pos:R:3:forces:R:3
C 0.9478 4.8171 -2.8584 -0.19 0.54 -0.28
C -0.2296 4.4179 -2.0265 -0.99 -0.14 0.08
H 0.7724 5.8188 -3.2617 0.34 -0.14 -0.07
H 1.1068 4.1169 -3.6813 -0.03 0.11 0.15
H 1.8641 4.8344 -2.2490 -0.22 -0.02 -0.15
C -1.3148 5.2094 -1.8887 0.82 -0.55 0.36
C -1.4258 6.5662 -2.5053 -0.33 0.51 -0.32
H -2.1302 4.9518 -1.2074 0.41 -0.11 -0.28
H -1.2222 6.5480 -3.5846 -0.05 0.10 0.22
H -0.7375 7.2900 -2.0437 -0.10 -0.13 -0.12
H -2.4415 6.9601 -2.3663 0.22 -0.02 -0.09
Pd 1.8275 -1.7243 0.7988 2.05 -1.07 -0.13
Cl 3.6872 -0.9522 2.1274 0.03 0.61 0.28
Cl 2.2679 -3.4042 -0.8572 -0.41 -0.21 -0.26
H 2.9162 -6.6054 1.9140 0.00 0.14 -0.08
H 5.4030 -3.3631 1.7923 0.13 -0.01 -0.14
C 3.4196 -5.9910 1.1650 -0.07 -0.16 -0.33
C 4.9717 -4.0790 1.0938 -0.05 0.24 0.05
N 3.8734 -4.7530 1.7479 -0.51 -0.20 0.54
H 2.7519 -5.7988 0.3157 0.01 -0.08 0.18
C 3.1439 -4.1280 2.6979 1.01 0.50 -0.09
O 2.0925 -4.5167 3.1862 -0.30 -0.47 -0.06
H 4.6099 -3.5418 0.2120 0.18 -0.07 0.03
H 3.6268 -3.1767 3.0105 -0.28 -0.48 -0.01
H 4.3027 -6.5145 0.7864 -0.14 -0.10 0.08
H 5.7047 -4.8301 0.7943 0.12 0.12 0.07
H -1.0363 0.1733 -3.4834 -0.25 -0.12 0.13
H -3.0376 2.2841 -3.2663 -0.14 -0.36 -0.02
C -1.9765 -0.3991 -3.5043 0.24 0.24 -0.11
C -3.6748 1.3805 -3.2427 0.18 0.15 0.43
N -2.9758 0.2376 -2.6722 -0.37 0.00 0.37
H -1.8065 -1.4197 -3.1565 -0.01 0.17 -0.03
C -3.1861 -0.1579 -1.3904 0.54 -0.55 -0.10
O -2.6153 -1.1003 -0.8308 -0.72 0.94 -0.59
H -4.5703 1.5941 -2.6363 0.29 -0.03 -0.31
H -3.9500 0.4670 -0.8873 0.14 -0.24 -0.03
H -2.3532 -0.3942 -4.5336 0.09 -0.20 0.10
H -3.9619 1.1526 -4.2734 -0.13 -0.03 0.15
O 0.2870 2.0217 -2.1711 -1.10 -0.18 -0.10
C 0.0067 3.0865 -1.3159 0.65 -0.76 0.10
C -2.3862 2.7812 -0.3037 -0.65 -0.06 0.11
C -0.9991 2.8385 -0.1817 0.37 0.45 0.34
H -2.8377 2.8624 -1.3041 0.25 -0.24 0.62
C -3.2227 2.7332 0.8367 0.30 -0.02 -0.69
H 0.9564 3.3234 -0.7901 -0.06 0.00 0.35
C -0.4637 2.8694 1.1091 -0.03 0.13 0.41
H -4.3186 2.6823 0.7199 0.65 0.06 0.05
C -2.6548 2.7749 2.1056 -0.54 -0.08 0.68
C -1.2765 2.8493 2.2493 0.71 0.04 -0.10
H 0.6283 2.9666 1.2040 -0.55 -0.15 0.08
H -3.2930 2.7531 3.0094 0.37 -0.02 -0.67
H -0.7987 2.8905 3.2459 -0.43 -0.02 -0.60
Si 1.9702 0.3342 -2.4004 0.29 0.30 0.52
Cl 0.7175 -0.1698 -0.4221 -0.27 1.34 -1.76
C 1.4851 -1.1215 -3.4963 -0.46 -0.16 -0.16
C 3.6298 -0.2292 -1.5923 -0.34 0.29 0.07
C 2.4177 1.8600 -3.3935 0.58 0.08 -0.50
H 0.4481 -1.4573 -3.3513 0.40 0.10 -0.12
H 2.1314 -1.9875 -3.2774 -0.25 0.42 0.15
H 1.6382 -0.8626 -4.5559 -0.17 0.07 0.23
H 1.6481 2.1174 -4.1367 0.19 -0.05 0.51
H 3.3699 1.7640 -3.9422 0.00 -0.25 0.22
H 2.5262 2.6741 -2.6613 0.00 -0.22 -0.45
H 3.5948 -0.2446 -0.4967 0.19 0.18 -0.21
H 4.4578 0.4137 -1.9075 -0.11 0.10 0.08
H 3.8800 -1.2505 -1.8990 -0.22 0.11 -0.02
C -2.8655 -2.0004 2.5845 0.79 0.04 0.61
N -2.0604 -3.2170 2.8561 -0.91 -0.43 0.40
C -1.5846 -3.2158 4.2608 0.25 0.65 -0.58
N -0.8298 -1.9900 4.6194 -1.11 0.17 1.14
C -1.6772 -0.7973 4.3372 0.08 -0.99 -0.50
N -2.1393 -0.7624 2.9426 -1.05 0.36 0.66
C -1.0682 -0.4781 2.0157 0.13 -0.92 -0.07
P 0.1142 -1.9184 2.1627 0.41 0.50 -0.43
C -0.9652 -3.3764 1.9043 0.31 0.51 0.36
C 0.4617 -1.9308 3.9708 -0.18 -0.09 -0.90
H -3.7685 -2.0484 3.2115 0.18 -0.03 -0.22
H -3.1238 -1.9621 1.5163 0.03 -0.01 0.34
H -0.9201 -4.0794 4.4178 -0.31 0.20 -0.04
H -2.4664 -3.2750 4.9140 0.23 -0.02 -0.13
H -1.0973 0.1118 4.5533 -0.21 -0.23 -0.04
H -2.5674 -0.8557 4.9845 0.33 0.06 -0.10
H -1.4910 -0.3981 0.9994 0.41 -0.06 0.40
H -0.5563 0.4542 2.2775 -0.05 -0.26 -0.11
H -0.3691 -4.2811 2.1037 -0.26 0.22 -0.05
H -1.3108 -3.3804 0.8602 -0.01 -0.02 0.32
H 1.0307 -1.0204 4.2142 -0.21 -0.26 0.06
H 1.0678 -2.8219 4.1775 -0.11 0.24 0.09
```
Forces are in eV/Å.

## Properties
HOMO (alpha / beta) = -4.620 / -5.225 eV
net charge = -1
2S+1 = 3
LUMO energy (alpha / beta) = 2.56 / 1.42 eV
frontier orbital gap (alpha / beta) = 7.2 / 6.6 eV
⟨S²⟩ = 2.01
relative energy (zero: lowest compared OMol25 entry of this formula, charge and spin) = 164.56 kJ/mol

Mulliken atomic charge list, values in e, 4 entries: C -1.51; C 0.67; H 0.50; H 0.07